Here is an isolated molecule of C8H11IN2S in a non-equilibrium geometry from the Open Molecules 2025 dataset. Energies are from ωB97M-V/def2-TZVPD.

Geometry as XYZ:
```
23
Properties=species:S:1:pos:R:3:lowdin_charge:R:1
C 0.63656 -0.45047 -0.57116 -0.29
C 0.47102 -1.30165 0.58857 -0.54
C -1.32994 0.86777 -1.37483 -0.48
C 0.19516 0.93118 -0.75150 -0.54
C 0.08090 -1.18313 1.83584 -0.08
C 0.25519 1.80255 0.49075 -0.05
C 1.00839 1.53109 -1.90833 -0.05
C -0.71706 -2.01776 2.83168 -0.16
N 1.23835 -1.17613 -1.51513 -0.08
N 1.54003 -2.36124 -1.39267 -0.31
S 1.09453 -2.88008 0.13527 1.01
I -2.83083 0.14327 0.04780 0.79
H -1.62929 1.88052 -1.56155 0.04
H -1.42083 0.22904 -2.16397 0.00
H 0.59120 2.76420 0.20297 0.06
H 0.91262 1.43445 1.24328 0.07
H -0.83159 1.83625 1.00101 0.07
H 0.98929 2.59585 -1.90781 0.07
H 0.64375 1.10964 -2.82003 0.07
H 2.06783 1.19517 -1.94747 0.10
H -1.25714 -3.06316 2.50544 0.11
H -1.61541 -1.47360 3.32480 0.09
H -0.09271 -2.41377 3.70702 0.08
```

Orbital gap (spin up / spin down) = 0.25008 / 0.25424 Ha
Electronic energy = -1116.62494 Eh
Energy relative to the best compared isomer or geometry (same formula, charge and spin) = 3.5123 eV
Maximum force = 0.0921 Eh/bohr